Density functional theory data (ωB97M-V/def2-TZVPD) for 3 unconnected molecules or ions with the total composition C2H9N2O.

Total charge: +1
Energy above the lowest of the compared OMol25 structures with the same formula, charge and spin (kJ/mol): 728.7
Lowest unoccupied orbital energy (eV): -9.552

```
14
Properties=species:S:1:pos:R:3:forces:R:3:nbo_charge:R:1
C -1.078 1.223 1.257 0.72 0.78 -0.19 -0.54
N -0.307 0.506 0.333 -0.51 0.77 -0.17 0.13
C -0.490 -0.820 0.306 -0.69 -1.89 0.19 0.11
N 0.057 -1.507 -0.649 0.70 1.08 0.52 -0.23
H -0.690 2.239 1.297 -0.24 0.01 0.16 0.28
H -2.105 1.264 0.805 0.14 -0.07 -0.27 0.36
H -1.292 0.802 2.255 0.19 -0.41 -0.29 0.29
H 4.080 -0.295 1.022 0.26 0.26 -0.29 0.02
H -1.139 -1.259 1.070 0.26 -0.23 0.09 0.20
H 3.646 -0.694 1.451 -0.27 -0.26 0.29 -0.02
H 0.052 -2.521 -0.511 -0.57 -0.09 0.02 0.39
H -0.355 0.738 -3.586 0.01 -0.35 -0.39 0.49
H -0.126 -0.290 -2.402 0.28 -0.78 -0.52 0.47
O -0.253 0.615 -2.646 -0.29 1.19 0.85 -0.95
```
Forces are in eV/Å.

Density functional theory data (ωB97M-V/def2-TZVPD) for 5 unconnected molecules or ions with the total composition H8IO4.

Total charge: -1
Energy above the lowest of the compared OMol25 structures with the same formula, charge and spin (kJ/mol): 127.3
Lowest unoccupied orbital energy (eV): 3.436

```
13
Properties=species:S:1:pos:R:3:forces:R:3:nbo_charge:R:1
I -9.732 -16.913 27.898 0.05 -0.37 0.24 -0.92
O -6.464 -18.738 27.748 0.88 -1.37 0.72 -1.01
H -7.341 -18.349 27.640 0.43 0.87 -0.59 0.52
H -5.674 -18.387 27.309 -1.37 0.55 -0.10 0.48
O -7.628 -14.153 27.587 -0.55 -0.66 1.16 -0.97
H -7.971 -14.958 28.072 0.48 0.69 -0.98 0.49
H -8.233 -13.490 27.947 0.16 0.06 -0.28 0.45
O -11.299 -15.086 25.394 -1.10 -1.54 -4.27 -0.99
H -10.778 -15.453 26.114 0.36 -0.90 -0.02 0.50
H -11.358 -15.772 24.538 0.64 2.55 4.15 0.46
O -12.750 -19.104 27.360 3.44 -0.45 2.33 -0.97
H -11.772 -18.796 27.687 -3.03 -0.27 -1.45 0.50
H -12.807 -19.881 27.974 -0.37 0.85 -0.92 0.45
```
Forces are in eV/Å.

Density functional theory data (ωB97M-V/def2-TZVPD) for 2 unconnected molecules or ions with the total composition C6H12Cl2IN4.

Total charge: +1
Lowest unoccupied orbital energy (eV): -4.632

```
25
Properties=species:S:1:pos:R:3:forces:R:3:nbo_charge:R:1
C 3.611 0.250 0.179 0.07 0.03 0.50 -0.41
N 2.912 1.525 0.361 -0.07 -0.12 -0.43 -0.63
C 2.049 1.910 -0.742 -0.59 0.75 0.42 -0.26
C 0.599 1.603 -0.367 2.21 -0.02 -0.99 0.17
C 0.154 0.334 -0.394 -1.30 0.86 0.42 -0.09
N -1.170 0.432 0.032 1.17 -2.26 -0.23 -0.11
N -1.972 -0.717 0.148 -0.46 0.37 0.25 -0.59
C -1.469 1.668 0.283 -1.10 1.42 0.47 0.21
N -0.397 2.443 0.048 0.41 -0.61 -0.18 -0.48
I -0.187 4.452 0.268 -0.23 -0.07 0.06 0.51
H 3.754 -0.198 1.165 0.14 -0.09 -0.16 0.21
H 4.585 0.333 -0.317 -0.11 0.07 -0.02 0.20
H 3.003 -0.440 -0.406 -0.03 0.08 0.04 0.18
H 3.536 2.268 0.637 0.05 -0.04 -0.09 0.38
H 2.146 2.976 -0.971 0.04 -0.10 0.05 0.22
H 2.248 1.378 -1.678 0.13 -0.01 0.10 0.22
H 0.678 -0.567 -0.649 -0.28 -0.19 0.00 0.26
H -1.340 -1.503 0.264 0.01 0.01 -0.02 0.39
H -2.500 -0.646 1.014 -0.03 -0.02 -0.06 0.39
H -2.424 2.035 0.626 0.02 -0.11 -0.03 0.25
C -3.504 -3.818 -0.003 -0.10 -0.11 -0.10 -0.41
Cl -5.083 -4.580 -0.168 0.03 0.05 -0.04 0.01
Cl -2.728 -4.245 1.536 0.11 0.19 -0.07 -0.03
H -2.868 -4.152 -0.816 0.00 -0.09 0.06 0.22
H -3.633 -2.743 -0.048 -0.07 -0.02 0.05 0.21
```
Forces are in eV/Å.

Density functional theory data (ωB97M-V/def2-TZVPD) for 2 unconnected molecules or ions with the total composition C6H9N3O.

SMILES: CCn1cnc(C#N)c1.O
Energy above the lowest of the compared OMol25 structures with the same formula, charge and spin (kJ/mol): 260.7
Lowest unoccupied orbital energy (eV): 0.511

```
19
Properties=species:S:1:pos:R:3:forces:R:3:nbo_charge:R:1
C 1.471 -1.101 2.454 0.00 -0.04 0.19 -0.62
C 1.949 -0.663 1.078 0.16 0.02 -0.10 -0.21
N 0.843 -0.391 0.162 0.17 0.05 0.24 -0.33
C 0.087 -1.328 -0.464 -0.31 0.12 -0.32 0.17
N -0.843 -0.784 -1.213 -0.08 -0.10 -0.02 -0.41
C -0.687 0.574 -1.060 0.26 0.19 0.82 -0.06
C -1.376 1.531 -1.892 1.07 0.93 -5.43 0.39
N -1.568 2.005 -2.982 1.40 -1.29 4.06 -0.41
C 0.354 0.830 -0.192 -0.21 0.26 -0.15 -0.02
H 0.896 -2.034 2.391 0.13 0.27 0.03 0.22
H 2.340 -1.276 3.101 -0.23 0.03 -0.12 0.22
H 0.843 -0.328 2.916 0.14 -0.22 -0.12 0.22
H 2.552 0.250 1.141 -0.13 -0.21 -0.02 0.21
H 2.573 -1.439 0.618 -0.10 0.19 0.11 0.21
H 0.280 -2.394 -0.358 -0.12 0.34 -0.03 0.21
H 0.791 1.758 0.163 -0.14 -0.28 -0.12 0.23
O -3.615 1.808 -1.663 -0.22 1.46 -2.33 -1.01
H -3.686 0.858 -1.450 -0.07 0.48 -1.23 0.47
H -3.204 2.124 -2.749 -1.71 -2.20 4.54 0.52
```
Forces are in eV/Å.

Density functional theory data (ωB97M-V/def2-TZVPD) for a molecular structure, C5H3Cl.

Energy above the lowest of the compared OMol25 structures with the same formula, charge and spin (kJ/mol): 356.8
Lowest unoccupied orbital energy (eV): 0.012

```
9
Properties=species:S:1:pos:R:3:forces:R:3:nbo_charge:R:1
C -0.409 -0.948 0.763 0.30 -0.55 0.59 -0.02
C -0.321 1.130 -1.620 -1.26 1.53 -1.76 -0.09
C -0.367 -2.187 0.639 0.00 4.86 -0.21 -0.23
C -0.548 1.232 -0.434 1.29 -1.09 -0.40 -0.10
C -0.042 0.626 0.767 1.98 -0.88 3.85 -0.31
Cl 1.795 0.407 0.703 0.84 0.09 -0.82 -0.07
H 0.339 1.453 1.826 -3.09 -2.82 -2.75 0.32
H -0.344 1.320 -2.705 0.19 -0.42 1.16 0.25
H -0.103 -3.034 0.061 -0.25 -0.72 0.34 0.24
```
Forces are in eV/Å.

Density functional theory data (ωB97M-V/def2-TZVPD) for 2 unconnected molecules or ions with the total composition C5H10O2S.

Energy above the lowest of the compared OMol25 structures with the same formula, charge and spin (kJ/mol): 569.4
Lowest unoccupied orbital energy (eV): -3.976

```
18
Properties=species:S:1:pos:R:3:forces:R:3:nbo_charge:R:1
O 2.999 -0.334 0.738 -0.52 2.39 -0.37 -0.66
C 2.888 1.072 0.491 2.93 -1.63 0.54 0.67
O 3.835 1.827 0.752 -3.06 -1.69 -0.68 -0.51
C 1.638 1.361 -0.204 -1.87 1.41 0.93 -0.10
C 0.325 0.715 -0.014 -0.43 -0.21 -0.18 -0.52
C -0.329 0.789 1.461 1.27 -0.89 1.04 -0.59
S -1.648 -1.709 -0.351 0.21 -0.21 0.46 -0.13
C -2.884 -2.038 -1.624 0.02 0.71 -1.19 -0.80
H 2.185 -0.648 0.312 0.45 -0.70 0.36 0.47
H 1.642 2.357 -0.639 0.02 -0.25 -0.51 0.23
H 0.034 1.702 1.955 -0.21 -0.31 -0.18 0.22
H -0.447 1.003 -0.770 0.80 0.20 0.47 0.27
H 0.446 -0.418 -0.185 -0.55 0.35 -0.08 0.26
H 0.131 -0.084 1.980 -0.18 0.81 0.02 0.22
H -1.415 0.654 1.703 0.80 0.29 -1.48 0.26
H -3.447 -1.050 -1.782 0.74 -1.62 -0.27 0.22
H -3.655 -2.792 -1.255 1.21 0.73 -0.47 0.25
H -2.298 -2.407 -2.567 -1.63 0.61 1.57 0.23
```
Forces are in eV/Å.